Entry 1:
ORCA calculation (wB97M-V/def2-TZVPD) on a structure of composition C2H5NO3S at a distorted geometry.

Structure (XYZ):
```
12
Properties=species:S:1:pos:R:3:forces:R:3:nbo_charge:R:1
C -1.01404 -0.32502 0.28700 0.900 0.261 0.779 0.631
C 0.41788 -0.20867 -0.19388 -0.003 3.643 -2.573 0.259
N -1.24354 0.42109 1.38175 -0.331 -0.688 -0.585 -0.791
O -1.74088 -1.09829 -0.27073 -0.845 -0.474 -0.519 -0.592
O 0.48661 1.48459 -0.80720 -0.616 -2.914 0.709 -0.837
O 0.73216 -0.94446 -1.25387 -0.130 -0.889 -0.999 -0.689
S 1.73862 -0.21480 0.86252 0.277 0.204 3.837 0.086
H -0.51384 1.05709 1.59136 0.155 0.882 0.516 0.410
H -2.16832 0.50322 1.76190 -0.023 0.114 0.068 0.415
H 0.80444 1.24699 -1.69380 -0.150 0.256 0.210 0.456
H -0.04487 -1.40459 -1.58982 -0.620 -0.016 -0.053 0.514
H 2.54577 -0.51715 -0.07523 1.386 -0.379 -1.390 0.138
```
Forces are in eV/Å.

Its strongest force on any atom is 4.460 eV/A. The calculation puts the energy above the lowest of the compared OMol25 structures with the same formula, charge and spin at 1.720 eV. Its electronic energy is -757.837700 a.u. The spin multiplicity is 1. As for the HOMO-LUMO gap: 10.092 eV. The HOMO energy is -9.47 eV. The LUMO energy comes out at 0.620 eV.

=====

Entry 2:
ORCA calculation (wB97M-V/def2-TZVPD) on a structure of composition C2H5NO3S at a distorted geometry.

Structure (XYZ):
```
12
Properties=species:S:1:pos:R:3:forces:R:3:nbo_charge:R:1
C -1.17628 0.45694 -0.04049 0.531 1.683 -2.622 0.732
C 0.04416 -0.38176 0.09206 1.079 2.179 1.935 0.445
N 0.62192 -0.92235 -0.99412 1.597 -2.192 -1.303 -0.846
O -1.96202 0.49054 0.85262 -0.945 0.136 0.241 -0.557
O -1.32662 1.12514 -1.21928 -0.579 -0.094 1.255 -0.658
O -0.14369 -1.17702 1.11566 0.007 -1.141 0.428 -0.656
S 1.40574 1.31688 0.75080 -1.512 0.459 -4.600 -0.391
H 1.39389 -0.39649 -1.38447 -0.156 0.124 0.016 0.408
H -0.56671 1.07910 -1.81377 0.070 -0.366 0.289 0.500
H 0.99171 -1.85614 -0.72081 -0.351 0.888 -0.477 0.405
H -0.98056 -0.79293 1.44504 -0.343 -0.413 1.134 0.506
H 1.69846 1.05810 1.91675 0.602 -1.263 3.705 0.112
```
Forces are in eV/Å.

Its strongest force on any atom is 4.863 eV/A. The calculation puts the energy above the lowest of the compared OMol25 structures with the same formula, charge and spin at 1.635 eV. Its electronic energy is -757.840823 a.u. The spin multiplicity is 1. As for the HOMO-LUMO gap: 8.982 eV. The HOMO energy is -9.12 eV. The LUMO energy comes out at -0.138 eV.

=====

Entry 3:
ORCA calculation (wB97M-V/def2-TZVPD) on a cluster of 2 separate species, C2H5NO4 in total at a distorted geometry.

Structure (XYZ):
```
12
Properties=species:S:1:pos:R:3:forces:R:3:nbo_charge:R:1
O 0.77110 -1.94479 2.26059 1.623 0.047 0.629 -0.369
C 0.43717 -0.86954 1.73648 -3.918 -2.528 -0.925 0.022
N -0.55601 -1.05460 0.65428 1.769 0.019 0.580 -0.420
C -0.47531 -0.07563 -0.37123 0.021 1.712 -1.138 0.798
O -0.12262 1.05824 0.04689 0.692 -0.343 0.557 -0.675
O -0.69638 -0.37401 -1.53279 -0.364 -0.905 0.273 -0.485
H 0.03351 -0.07396 2.37947 0.515 0.725 0.252 0.301
H -0.67975 -2.01873 0.33911 -0.384 0.046 0.160 0.423
H 1.19000 -0.32242 1.03042 0.008 1.068 -0.267 0.422
H 0.28485 2.01659 -1.51589 -0.087 -0.034 -0.300 0.485
H 0.72252 3.39039 -1.92995 0.016 0.078 -0.226 0.455
O 0.46264 2.54633 -2.31377 0.108 0.114 0.404 -0.956
```
Forces are in eV/Å.

Its strongest force on any atom is 4.754 eV/A. The calculation puts the energy above the lowest of the compared OMol25 structures with the same formula, charge and spin at 7.207 eV. Its electronic energy is -434.729271 a.u. The spin multiplicity is 1. As for the HOMO-LUMO gap: 5.128 eV. The HOMO energy is -10.46 eV. The LUMO energy comes out at -5.331 eV.

=====

Entry 4:
ORCA calculation (wB97M-V/def2-TZVPD) on a cluster of 2 separate species, C2H5NO4 in total at a distorted geometry.

Structure (XYZ):
```
12
Properties=species:S:1:pos:R:3:forces:R:3:nbo_charge:R:1
O 1.28354 -1.38829 -0.43058 0.384 -0.511 0.443 -0.591
C 0.49546 -0.96649 0.38201 -1.340 0.720 -0.858 0.547
N -0.60435 -0.24336 -0.00914 -0.014 0.643 -0.997 -0.686
C -0.71087 0.30875 -1.34315 -0.101 -0.041 0.570 0.896
O -1.06948 1.43941 -1.45953 -0.345 0.005 -0.314 -0.562
O -0.45230 -0.53919 -2.32518 0.536 0.106 0.170 -0.662
H 0.45553 -1.09464 1.45434 0.755 -0.467 0.605 0.126
H -1.09900 0.39597 0.59693 0.245 -0.307 0.545 0.418
H 0.22497 -1.15364 -1.96671 -0.130 -0.184 -0.204 0.513
O 0.78038 1.06810 3.99899 -0.637 0.533 -0.088 -0.912
H 0.57810 0.52020 3.24693 0.336 -0.703 -0.379 0.449
H 0.05744 1.70586 3.90101 0.310 0.207 0.506 0.465
```
Forces are in eV/Å.

Its strongest force on any atom is 1.746 eV/A. As for the structure (SMILES): O=CNC(=O)O.O. The calculation puts the energy above the lowest of the compared OMol25 structures with the same formula, charge and spin at 1.322 eV. Its electronic energy is -434.945512 a.u. The spin multiplicity is 1. As for the HOMO-LUMO gap: 11.347 eV. The HOMO energy is -11.27 eV. The LUMO energy comes out at 0.078 eV.

=====

Entry 5:
ORCA calculation (wB97M-V/def2-TZVPD) on a cluster of 2 separate species, C2H5NOS in total at a distorted geometry.

Structure (XYZ):
```
10
Properties=species:S:1:pos:R:3:forces:R:3:nbo_charge:R:1
C -1.75040 0.59686 0.00420 0.418 -3.169 -2.359 -0.107
C -0.37314 0.01361 -0.18874 -8.030 -5.569 -6.136 0.183
H -3.01043 -1.09648 -0.73347 2.118 3.205 3.390 0.486
H -1.75571 0.98383 0.93509 -0.174 2.014 2.924 0.203
H -1.99179 1.28655 -0.78690 -0.162 0.395 -0.234 0.185
H -0.29159 -0.95557 -0.81409 -0.958 1.001 -0.186 0.097
H 2.37039 -0.87507 2.04327 0.064 1.023 -2.935 0.070
N 0.62449 0.32903 0.28257 8.016 5.982 5.577 -0.643
O -2.65357 -0.49572 0.14552 -2.320 -2.696 -3.035 -0.738
S 2.14234 -0.08397 -0.16742 1.028 -2.185 2.994 0.265
```
Forces are in eV/Å.

Its strongest force on any atom is 11.539 eV/A. The calculation puts the energy above the lowest of the compared OMol25 structures with the same formula, charge and spin at 7.314 eV. Its electronic energy is -607.138029 a.u. The spin multiplicity is 1. As for the HOMO-LUMO gap: 6.130 eV. The HOMO energy is -8.38 eV. The LUMO energy comes out at -2.253 eV.

=====

Entry 6:
ORCA calculation (wB97M-V/def2-TZVPD) on an isolated molecule of C2H5NOS at a distorted geometry.

Structure (XYZ):
```
10
Properties=species:S:1:pos:R:3:forces:R:3:nbo_charge:R:1
C 0.38049 -0.28082 0.38743 -1.022 -2.726 0.931 -0.241
C -0.33599 0.92442 -0.13241 -0.464 -1.073 -2.148 -0.655
N -1.13103 -1.25570 0.33334 2.642 5.283 1.860 -0.799
O -2.99019 0.49000 -0.05273 -1.907 0.704 0.806 -0.939
S -1.83897 -0.03843 -0.71622 2.529 -0.738 -0.183 1.362
H 1.18351 -0.71402 -0.35578 -1.612 0.659 1.898 0.213
H 0.67300 -0.18405 1.52473 -0.215 -0.578 -2.589 0.230
H -0.70668 1.48586 0.69303 -0.100 1.262 0.052 0.248
H 0.12672 1.34708 -1.06064 -0.343 0.504 1.378 0.233
H -0.88435 -2.04639 -0.12546 0.493 -3.298 -2.004 0.348
```
Forces are in eV/Å.

Its strongest force on any atom is 6.193 eV/A. The calculation puts the energy above the lowest of the compared OMol25 structures with the same formula, charge and spin at 3.500 eV. Its electronic energy is -607.278204 a.u. The spin multiplicity is 1. As for the HOMO-LUMO gap: 9.697 eV. The HOMO energy is -9.03 eV. The LUMO energy comes out at 0.666 eV.

=====

Entry 7:
ORCA calculation (wB97M-V/def2-TZVPD) on a cluster of 2 separate species, C2H5NOS in total at a distorted geometry.

Structure (XYZ):
```
10
Properties=species:S:1:pos:R:3:forces:R:3:nbo_charge:R:1
C 1.04855 -0.00202 0.13993 -1.231 1.340 0.769 0.378
C 2.21288 -0.79855 -0.20956 -3.937 -1.873 -0.378 -0.712
N 0.22697 0.74622 0.46017 0.671 -1.000 -0.403 -0.421
O -2.46258 0.89507 -0.14481 -1.194 1.952 -0.004 -0.819
S -3.59942 -0.62070 0.17237 0.520 0.524 0.077 -0.290
H 2.84132 -0.10950 -0.61724 2.187 1.070 -1.940 0.258
H 2.58208 -1.16179 0.67071 1.328 -0.760 2.485 0.254
H 1.83194 -1.73494 -0.70640 0.869 1.269 -0.438 0.272
H -1.63761 1.05132 0.40118 -0.636 -0.462 -0.398 0.552
H -3.04413 1.73488 -0.16635 1.423 -2.059 0.232 0.529
```
Forces are in eV/Å.

Its strongest force on any atom is 4.376 eV/A. The calculation puts the energy above the lowest of the compared OMol25 structures with the same formula, charge and spin at 3.539 eV. Its electronic energy is -607.276774 a.u. The spin multiplicity is 1. As for the HOMO-LUMO gap: 7.912 eV. The HOMO energy is -7.68 eV. The LUMO energy comes out at 0.232 eV.

=====

Entry 8:
ORCA calculation (wB97M-V/def2-TZVPD) on a structure of composition C2H5NOS at a distorted geometry.

Structure (XYZ):
```
10
Properties=species:S:1:pos:R:3:forces:R:3:nbo_charge:R:1
C 1.37186 -0.60155 -0.08576 -0.993 -1.018 2.841 -0.264
C -1.27792 -0.16941 -0.18133 5.721 0.596 0.216 0.243
H 1.91281 -0.05223 0.81901 -2.089 -0.583 -1.592 0.190
H 1.73855 -1.61071 -0.01384 0.376 -0.359 0.137 0.212
H 1.68612 -0.25757 -0.99440 0.712 1.496 -2.242 0.190
H -1.71288 1.94115 0.48055 2.290 -3.255 -3.773 0.390
H 0.00931 1.28568 0.59949 -3.016 -0.423 -4.018 0.347
N -0.94646 1.14850 -0.36424 1.580 5.332 7.698 -0.780
O -0.07814 -0.95918 -0.17811 -1.119 0.355 0.619 -0.549
S -2.70326 -0.72468 -0.08137 -3.461 -2.141 0.113 0.021
```
Forces are in eV/Å.

Its strongest force on any atom is 9.497 eV/A. The calculation puts the energy above the lowest of the compared OMol25 structures with the same formula, charge and spin at 5.213 eV. Its electronic energy is -607.215258 a.u. The spin multiplicity is 1. As for the HOMO-LUMO gap: 8.724 eV. The HOMO energy is -8.92 eV. The LUMO energy comes out at -0.195 eV.

=====

- Which value of HOMO does entry 5 give?
  -8.38 eV

=====

Repeat the third record exactly.
ORCA calculation (wB97M-V/def2-TZVPD) on a cluster of 2 separate species, C2H5NO4 in total at a distorted geometry.

Structure (XYZ):
```
12
Properties=species:S:1:pos:R:3:forces:R:3:nbo_charge:R:1
O 0.77110 -1.94479 2.26059 1.623 0.047 0.629 -0.369
C 0.43717 -0.86954 1.73648 -3.918 -2.528 -0.925 0.022
N -0.55601 -1.05460 0.65428 1.769 0.019 0.580 -0.420
C -0.47531 -0.07563 -0.37123 0.021 1.712 -1.138 0.798
O -0.12262 1.05824 0.04689 0.692 -0.343 0.557 -0.675
O -0.69638 -0.37401 -1.53279 -0.364 -0.905 0.273 -0.485
H 0.03351 -0.07396 2.37947 0.515 0.725 0.252 0.301
H -0.67975 -2.01873 0.33911 -0.384 0.046 0.160 0.423
H 1.19000 -0.32242 1.03042 0.008 1.068 -0.267 0.422
H 0.28485 2.01659 -1.51589 -0.087 -0.034 -0.300 0.485
H 0.72252 3.39039 -1.92995 0.016 0.078 -0.226 0.455
O 0.46264 2.54633 -2.31377 0.108 0.114 0.404 -0.956
```
Forces are in eV/Å.

Its strongest force on any atom is 4.754 eV/A. The calculation puts the energy above the lowest of the compared OMol25 structures with the same formula, charge and spin at 7.207 eV. Its electronic energy is -434.729271 a.u. The spin multiplicity is 1. As for the HOMO-LUMO gap: 5.128 eV. The HOMO energy is -10.46 eV. The LUMO energy comes out at -5.331 eV.